No. 1
Below is a 3-piece molecular cluster, C18H12O6 overall at a distorted geometry, with properties calculated with wB97M-V/def2-TZVPD.

Each line ends with the natural charge from an NBO analysis.
Atoms and positions in Å:
O1 -0.046 -1.944 2.343  -0.528
O2 -0.477 0.920 -2.159  -0.525
O3 2.668 2.663 6.574  -0.510
O4 -3.711 -0.318 -6.010  -0.498
O5 0.867 1.990 1.774  -0.511
O6 0.523 -3.249 -2.546  -0.522
C1 0.591 -2.886 -1.344  0.456
C2 2.174 2.521 5.420  0.460
C3 0.660 -1.213 0.268  -0.215
C4 -2.980 -0.006 -5.081  0.475
C5 2.214 3.690 4.478  -0.241
C6 1.180 0.952 3.874  -0.236
C7 -2.155 -0.509 -2.872  -0.212
C8 1.159 2.088 2.945  0.476
C9 1.719 3.456 3.278  -0.202
C10 -0.006 -3.757 0.855  -0.244
C11 -1.225 0.657 -3.101  0.492
C12 -1.206 1.475 -4.379  -0.245
C13 0.214 -2.295 1.212  0.487
C14 1.638 1.186 5.094  -0.207
C15 0.827 -1.494 -1.002  -0.234
C16 -3.024 -0.782 -3.820  -0.237
C17 0.261 -4.023 -0.400  -0.200
C18 -2.000 1.128 -5.366  -0.194
H1 -2.005 -1.027 -1.935  0.236
H2 1.676 0.456 5.886  0.240
H3 0.778 -0.012 3.652  0.258
H4 1.642 4.131 2.436  0.235
H5 0.773 -0.186 0.645  0.266
H6 -0.423 2.190 -4.442  0.233
H7 -0.351 -4.410 1.623  0.237
H8 -2.096 1.489 -6.357  0.238
H9 2.623 4.616 4.845  0.240
H10 1.030 -0.787 -1.791  0.257
H11 -3.636 -1.701 -3.748  0.241
H12 0.122 -5.007 -0.849  0.236

Properties
* frontier orbital gap: 8.81 eV
* net charge: 0
* structure (SMILES): O=C1C=CC(=O)C=C1.O=C1C=CC(=O)C=C1.O=C1C=CC(=O)C=C1
* 2S+1: 1

=====

No. 2
Below is C45H48BaN9O4S2 as an isolated structure, with properties calculated with wB97M-V/def2-TZVPD.

Each line ends with the Mulliken charge.
Atoms and positions in Å:
Ba1 0.883 -0.028 0.717  0.106
S1 3.935 0.393 1.464  -0.263
S2 -0.182 2.785 2.236  1.813
O1 -0.563 1.491 2.801  -0.426
O2 1.073 3.347 2.671  -0.772
O3 -1.478 -1.038 0.554  -0.367
O4 0.748 -0.906 -1.771  0.829
N1 -0.246 2.576 0.666  -0.314
N2 5.648 -1.284 2.686  0.254
N3 -2.638 2.176 -1.133  0.030
N4 3.736 -1.245 3.687  0.549
N5 1.308 2.401 -0.995  0.837
N6 -1.361 -0.082 -3.758  0.309
N7 1.442 -1.399 3.204  0.304
N8 2.611 -2.919 -0.164  -0.293
N9 -1.266 -3.792 0.920  -0.121
C1 -1.113 5.219 3.071  -0.345
C2 4.565 -2.092 4.413  -0.454
C3 1.801 5.123 -1.081  -0.578
C4 0.897 4.611 -0.178  -0.722
C5 2.377 -1.021 4.065  -0.275
C6 -1.452 3.927 2.696  -0.620
C7 -2.117 6.126 3.369  -0.785
C8 -4.460 -1.824 -2.194  0.432
C9 -2.687 1.027 -0.505  -0.451
C10 2.427 -4.529 -5.753  -1.669
C11 6.709 -0.987 1.743  -0.791
C12 -0.851 -1.217 -4.189  -0.522
C13 -4.148 -0.538 -1.864  -0.387
C14 2.307 -2.476 -2.556  0.268
C15 -1.448 2.336 -3.286  -1.273
C16 1.945 -3.539 -4.731  0.330
C17 2.109 -0.531 5.330  -0.682
C18 2.464 4.262 -1.956  -1.005
C19 -4.536 6.760 3.629  -1.477
C20 1.119 -1.662 -2.706  -0.306
C21 -0.203 -0.910 4.872  -0.909
C22 -3.777 4.456 2.936  -1.012
C23 -3.460 5.762 3.301  1.069
C24 5.753 -2.111 3.788  -0.566
C25 2.182 2.917 -1.868  -0.490
C26 -0.369 -4.910 1.142  -0.988
C27 4.410 -0.742 2.613  0.008
C28 -2.783 3.538 2.636  -0.282
C29 -2.759 -2.657 -0.621  0.504
C30 0.374 -1.844 -3.921  0.456
C31 1.370 -3.688 -0.213  0.339
C32 -0.688 1.032 -3.094  -0.566
C33 -1.981 -3.805 -0.120  -0.600
C34 -2.416 -1.300 -0.238  -0.482
C35 0.785 -0.470 5.736  -0.637
C36 0.171 -1.357 3.617  0.503
C37 -3.134 -0.242 -0.913  0.328
C38 2.697 -3.335 -3.534  -0.089
C39 3.016 -2.387 -1.241  -0.727
C40 1.067 -4.376 1.110  0.022
C41 0.669 3.228 -0.159  -0.034
C42 -2.801 2.394 -2.564  -0.728
C43 -5.577 -2.167 -3.141  -1.825
C44 -3.712 -2.865 -1.578  -0.506
C45 0.799 -2.829 -4.874  -0.896
H1 6.946 0.075 1.769  0.346
H2 1.767 -5.197 1.284  0.458
H3 3.384 -4.217 -6.178  0.348
H4 -1.246 -0.888 5.153  0.482
H5 -5.230 -2.814 -3.949  0.382
H6 0.369 5.254 0.513  0.458
H7 3.594 -3.930 -3.383  0.504
H8 -4.488 7.617 2.956  0.342
H9 3.184 4.625 -2.676  0.451
H10 -4.816 4.152 2.899  0.315
H11 2.918 -0.204 5.969  0.539
H12 -4.420 7.138 4.646  0.344
H13 -3.257 3.371 -2.720  0.469
H14 -0.572 -5.339 2.124  0.429
H15 -3.036 2.516 2.382  0.462
H16 -1.850 7.132 3.669  0.404
H17 0.549 -3.000 -0.442  -0.599
H18 -2.215 1.063 0.474  0.564
H19 3.935 -1.802 -1.184  0.375
H20 -6.378 -2.700 -2.626  0.364
H21 -0.502 -5.701 0.388  0.373
H22 6.391 -1.247 0.735  0.247
H23 -4.750 0.263 -2.280  0.716
H24 1.994 6.187 -1.108  0.466
H25 6.661 -2.640 4.014  0.444
H26 -2.124 2.886 -0.616  0.382
H27 -0.808 3.136 -2.906  0.224
H28 1.391 -4.423 -1.026  0.417
H29 1.716 -4.631 -6.571  0.360
H30 4.217 -2.611 5.287  0.502
H31 -0.569 -1.701 2.896  0.019
H32 -3.492 1.655 -2.957  0.215
H33 -2.320 0.079 -4.029  0.416
H34 -5.527 6.317 3.544  0.344
H35 0.186 -2.975 -5.758  0.349
H36 -3.919 -3.888 -1.882  0.474
H37 0.531 -0.083 6.713  0.450
H38 -1.504 -1.731 -4.890  0.417
H39 -1.615 2.540 -4.347  0.616
H40 -0.550 0.817 -2.041  0.208
H41 -0.070 5.498 3.143  0.586
H42 2.683 2.205 -2.517  0.470
H43 7.584 -1.569 2.017  0.314
H44 1.201 -3.655 1.918  -0.375
H45 0.314 1.112 -3.516  0.841
H46 -6.007 -1.271 -3.586  0.382
H47 2.574 -5.514 -5.307  0.363
H48 -2.010 -4.693 -0.772  0.287

Properties
* frontier orbital gap: 7.24 eV
* net charge: +1
* 2S+1: 1
* energy relative to the best compared isomer or geometry (same formula, charge and spin): 0.867 eV

=====

No. 3
Below is C6H5ErN2O3PS as an isolated structure at a distorted geometry, with properties calculated with wB97M-V/def2-TZVPD.

Each line ends with the natural charge from an NBO analysis.
Atoms and positions in Å:
Er1 -0.200 0.966 2.142  2.448
S1 -1.755 -3.081 -0.070  1.346
P1 2.254 -0.564 -0.067  2.327
O1 2.818 0.126 1.353  -0.826
O2 3.026 0.162 -1.199  -0.890
O3 2.411 -1.986 0.031  -0.935
N1 -2.744 -1.816 -0.114  -0.550
N2 -0.334 -2.377 -0.038  -0.528
C1 -1.397 1.588 -0.358  -0.290
C2 -2.335 0.600 -0.266  -0.118
C3 -0.008 1.285 -0.300  -0.429
C4 -0.581 -1.053 -0.113  0.008
C5 -1.962 -0.740 -0.157  0.145
C6 0.432 -0.067 -0.156  -0.508
H1 0.736 2.078 -0.365  0.292
H2 -3.393 0.836 -0.305  0.315
H3 2.605 0.988 -1.480  0.524
H4 -1.687 2.625 -0.470  0.311
H5 2.114 0.429 1.932  0.357

Properties
* frontier orbital gap (spin up / spin down): 5.91 / 5.57 eV
* net charge: +3
* 2S+1: 4

=====

No. 4
Below is one molecule with the formula C2H5N3S at a distorted geometry, with properties calculated with wB97M-V/def2-TZVPD.

Each line ends with the natural charge from an NBO analysis.
Atoms and positions in Å:
S1 -2.804 -0.598 0.092  0.075
N1 1.482 -0.882 -0.233  -0.223
N2 -1.728 0.814 -0.214  -0.543
N3 0.147 -0.735 -0.011  -0.467
C1 2.241 0.007 0.281  -0.159
C2 -0.483 0.534 -0.166  0.225
H1 0.288 1.369 -0.069  0.179
H2 -3.990 0.168 0.221  0.149
H3 -0.252 -1.511 -0.491  0.392
H4 1.728 0.979 0.612  0.160
H5 3.371 -0.144 -0.021  0.213

Properties
* frontier orbital gap: 9.68 eV
* net charge: 0
* structure (SMILES): C=NN/C=N\S
* 2S+1: 1
* energy relative to the best compared isomer or geometry (same formula, charge and spin): 3.510 eV

=====

No. 5
Below is a 2-piece molecular cluster, C5H4O2 overall at a distorted geometry, with properties calculated with wB97M-V/def2-TZVPD.

Each line ends with the natural charge from an NBO analysis.
Atoms and positions in Å:
O1 2.292 1.454 -0.367  -0.455
O2 -0.741 2.415 1.459  -0.498
C1 -0.321 -1.082 0.028  -0.187
C2 -0.410 1.912 0.498  0.510
C3 -1.325 -0.551 -0.677  -0.412
C4 1.653 0.493 -0.182  0.740
C5 1.088 -0.679 0.061  -0.588
H1 -2.342 -0.904 -0.537  0.206
H2 1.828 -1.392 0.419  0.274
H3 -0.544 -1.910 0.697  0.211
H4 -1.179 0.244 -1.400  0.200

Properties
* frontier orbital gap: 9.19 eV
* net charge: 0
* 2S+1: 1
* energy relative to the best compared isomer or geometry (same formula, charge and spin): 1.633 eV

=====

No. 6
Below is a 2-piece molecular cluster, C6H17N5 overall at a distorted geometry, with properties calculated with wB97M-V/def2-TZVPD.

Each line ends with the natural charge from an NBO analysis.
Atoms and positions in Å:
N1 -1.645 -0.322 1.657  -0.563
N2 0.471 -0.888 0.756  -0.554
N3 1.602 -2.212 2.253  -0.713
N4 1.088 2.716 -3.945  -0.696
N5 0.095 1.821 -2.028  -0.737
C1 -0.821 -0.845 0.705  0.544
C2 -1.446 -1.508 -0.496  -0.663
C3 -3.067 0.144 1.698  -0.432
C4 2.655 -0.331 1.305  -0.677
C5 1.501 -1.163 1.494  0.550
C6 0.840 1.698 -3.149  0.403
H1 2.407 -2.612 2.689  0.451
H2 -1.248 0.074 2.494  0.415
H3 -3.468 0.662 0.836  0.227
H4 0.646 -2.514 2.422  0.410
H5 -0.454 2.672 -1.813  0.440
H6 -0.769 -1.730 -1.248  0.244
H7 1.327 0.729 -3.337  0.248
H8 -0.046 0.977 -1.415  0.441
H9 -2.293 -0.958 -0.749  0.236
H10 0.679 3.597 -3.822  0.423
H11 3.581 -0.886 1.188  0.263
H12 1.630 2.750 -4.877  0.475
H13 -3.599 -0.822 1.938  0.236
H14 -3.176 0.819 2.609  0.247
H15 2.527 0.396 0.563  0.237
H16 2.775 0.253 2.244  0.269
H17 -1.792 -2.517 0.029  0.276

Properties
* frontier orbital gap: 10.03 eV
* net charge: +2
* 2S+1: 1
* energy relative to the best compared isomer or geometry (same formula, charge and spin): 0.000 eV

=====

Question: Which of these has the highest net charge?
Answer: C6H5ErN2O3PS